1.
A 2-piece molecular cluster, C2H4BrCl overall at a distorted geometry. Source: the OMol25 dataset; level of theory: ωB97M-V/def2-TZVPD.

Values from the calculation:
HOMO energy (spin up / spin down) = -0.322 / -0.317 Ha
net charge = 0
ΔE to the lowest compared entry with this formula, charge and spin = 428.0 kJ/mol
gap between HOMO and LUMO (spin up / spin down) = 8.479 / 8.436 eV
energy = -84699.534 eV

Last column: Löwdin charge in e.
Geometry (Å):
C -0.703142 -1.068000 -0.136165  -0.501
C 0.365417 1.552229 0.161145  -0.519
Cl 0.836249 -1.791792 0.072626  0.480
Br 2.148699 0.975421 -0.003334  0.551
H -1.111138 -0.833118 -1.079357  -0.007
H -1.396646 -1.484679 0.618768  0.015
H 0.002541 1.252245 1.177380  -0.001
H -0.141977 1.397691 -0.811062  -0.018

Atoms 1-2, force components in eV/Å:
C -0.036 -1.105 2.119
C 0.241 -1.634 0.197

2.
A 2-piece molecular cluster, C2H4BrClN3 overall at a distorted geometry. Source: the OMol25 dataset; level of theory: ωB97M-V/def2-TZVPD.

Values from the calculation:
HOMO energy = -0.508 Ha
net charge = +1
ΔE to the lowest compared entry with this formula, charge and spin = 288.0 kJ/mol
gap between HOMO and LUMO = 8.908 eV
energy = -89161.495 eV

Last column: Löwdin charge in e.
Geometry (Å):
C 1.495000 -0.019237 -0.240103  -0.700
C -0.923145 0.933668 1.183827  0.091
N 0.938010 -0.975078 -0.699711  -0.026
N -0.050623 1.308985 0.234642  0.054
N -0.384096 -1.333659 -0.928179  -0.460
Cl -1.089300 -2.768129 -0.258893  0.651
Br 3.112072 0.616914 -0.105358  1.036
H -0.500386 0.231096 1.885197  0.090
H -1.845699 1.307822 1.359399  0.058
H -0.345716 1.975454 -0.487477  0.105
H -0.406112 -1.277831 -1.943344  0.103

Atoms 1-2, force components in eV/Å:
C -2.422 -0.749 -0.717
C 6.439 0.224 -3.342

3.
A 2-piece molecular cluster, C2H4BrClO2S overall at a distorted geometry. Source: the OMol25 dataset; level of theory: ωB97M-V/def2-TZVPD.

Values from the calculation:
HOMO energy (spin up / spin down) = -0.403 / -0.362 Ha
net charge = 0
ΔE to the lowest compared entry with this formula, charge and spin = 252.2 kJ/mol
gap between HOMO and LUMO (spin up / spin down) = 9.237 / 6.030 eV
energy = -99629.914 eV

Last column: Löwdin charge in e.
Geometry (Å):
C 0.558249 1.202130 0.375128  -0.142
C -0.177045 -1.179301 -0.916686  -0.608
O 2.310284 -0.757117 -0.196431  -0.287
O 0.638352 -1.109439 1.508949  -0.328
S 1.002367 -0.534254 0.257724  0.473
Cl -1.817957 -1.222172 -0.490856  0.613
Br -4.035667 1.155207 -0.094762  0.024
H 1.120856 1.834463 1.037127  0.066
H 0.628703 1.434679 -0.681999  0.054
H -0.579532 1.153354 0.644633  0.078
H 0.351386 -1.977549 -1.442832  0.057

Atoms 1-2, force components in eV/Å:
C -2.577 -1.443 -1.065
C 0.950 0.057 0.407